1.
{"formula": "C9H16Cl3N3O3PdS", "method": "ωB97M-V/def2-TZVPD", "e_homo_ev": -8.42, "max_force_ha_per_bohr": 0.016, "e_above_lowest_kj_mol": 0.0, "symbols": ["Pd", "C", "H", "H", "H", "Cl", "C", "Cl", "Cl", "C", "O", "O", "C", "N", "C", "C", "N", "C", "S", "H", "H", "H", "H", "H", "H", "H", "H", "C", "C", "N", "O", "H", "H", "H", "H", "H"], "xyz": [[1.14481, 1.01759, 0.21254], [2.30605, 2.36567, 1.10948], [3.01201, 2.68360, 0.33790], [2.86801, 2.09438, 2.00209], [1.62199, 3.17702, 1.37779], [-1.48278, 1.87841, -3.58454], [0.09584, 1.64659, -2.84085], [0.26930, 2.86916, -1.48897], [1.37134, 1.92617, -3.99978], [0.20777, 0.24883, -2.09614], [-0.81150, -0.03038, -1.42201], [1.28239, -0.33312, -2.17533], [2.64707, -2.59202, -0.74163], [1.38116, -2.53958, -0.04535], [0.19619, -3.23491, -0.54798], [-0.94707, -2.63525, 0.29237], [-0.22594, -1.80986, 1.26162], [1.06178, -1.70446, 0.92873], [2.09646, -0.50192, 1.62283], [2.44723, -2.62993, -1.81204], [3.22429, -3.46867, -0.44384], [3.20670, -1.68685, -0.52208], [0.29879, -4.31266, -0.40810], [0.09085, -3.02008, -1.61210], [-1.53282, -3.40318, 0.79372], [-1.59354, -2.00003, -0.31089], [-0.65938, -1.00691, 1.72090], [-2.90356, 2.44190, 2.28726], [-2.21090, 1.43983, 1.39675], [-2.59498, 1.41679, 0.11184], [-1.32456, 0.71048, 1.84005], [-3.95185, 2.57651, 2.02133], [-2.40194, 3.40585, 2.18285], [-2.82062, 2.12093, 3.32148], [-3.29716, 2.05180, -0.21999], [-2.07144, 0.83832, -0.54990]]}

---

2.
{"formula": "C9H16FN", "method": "ωB97M-V/def2-TZVPD", "e_homo_ev": -8.07, "max_force_ha_per_bohr": 0.012, "e_above_lowest_kj_mol": 0.0, "symbols": ["C", "C", "C", "C", "C", "C", "C", "C", "C", "N", "F", "H", "H", "H", "H", "H", "H", "H", "H", "H", "H", "H", "H", "H", "H", "H", "H"], "xyz": [[2.93180, 0.02952, -1.69718], [2.46781, 0.41516, -0.52407], [-2.13222, -0.18360, 0.98062], [1.89546, -1.95216, 1.32464], [-0.21964, 1.96444, -0.96920], [-4.06842, -0.01844, -0.57409], [1.20865, -0.59534, 1.39576], [1.10780, 0.05945, 0.01411], [0.29939, 1.32654, 0.06863], [-2.71231, 0.21559, -0.09692], [0.19058, 1.88687, 1.28840], [3.90943, 0.31952, -2.04321], [2.35528, -0.59640, -2.35855], [3.06416, 1.04498, 0.12293], [-2.83950, -0.77694, 1.59786], [1.30441, -2.64903, 0.73079], [2.00735, -2.36671, 2.32353], [2.88187, -1.86302, 0.87194], [-2.14267, 0.77999, -0.73026], [-0.73189, 2.90222, -0.84749], [-0.11594, 1.57495, -1.96305], [-4.65413, -0.49041, 0.21515], [-4.04589, -0.67888, -1.44627], [-4.53931, 0.92424, -0.86145], [0.19531, -0.70536, 1.79117], [1.76570, 0.06308, 2.06521], [0.61690, -0.63030, -0.67898]]}

---

Please write out number 1 again, unchanged.
{"formula": "C9H16Cl3N3O3PdS", "method": "ωB97M-V/def2-TZVPD", "e_homo_ev": -8.42, "max_force_ha_per_bohr": 0.016, "e_above_lowest_kj_mol": 0.0, "symbols": ["Pd", "C", "H", "H", "H", "Cl", "C", "Cl", "Cl", "C", "O", "O", "C", "N", "C", "C", "N", "C", "S", "H", "H", "H", "H", "H", "H", "H", "H", "C", "C", "N", "O", "H", "H", "H", "H", "H"], "xyz": [[1.14481, 1.01759, 0.21254], [2.30605, 2.36567, 1.10948], [3.01201, 2.68360, 0.33790], [2.86801, 2.09438, 2.00209], [1.62199, 3.17702, 1.37779], [-1.48278, 1.87841, -3.58454], [0.09584, 1.64659, -2.84085], [0.26930, 2.86916, -1.48897], [1.37134, 1.92617, -3.99978], [0.20777, 0.24883, -2.09614], [-0.81150, -0.03038, -1.42201], [1.28239, -0.33312, -2.17533], [2.64707, -2.59202, -0.74163], [1.38116, -2.53958, -0.04535], [0.19619, -3.23491, -0.54798], [-0.94707, -2.63525, 0.29237], [-0.22594, -1.80986, 1.26162], [1.06178, -1.70446, 0.92873], [2.09646, -0.50192, 1.62283], [2.44723, -2.62993, -1.81204], [3.22429, -3.46867, -0.44384], [3.20670, -1.68685, -0.52208], [0.29879, -4.31266, -0.40810], [0.09085, -3.02008, -1.61210], [-1.53282, -3.40318, 0.79372], [-1.59354, -2.00003, -0.31089], [-0.65938, -1.00691, 1.72090], [-2.90356, 2.44190, 2.28726], [-2.21090, 1.43983, 1.39675], [-2.59498, 1.41679, 0.11184], [-1.32456, 0.71048, 1.84005], [-3.95185, 2.57651, 2.02133], [-2.40194, 3.40585, 2.18285], [-2.82062, 2.12093, 3.32148], [-3.29716, 2.05180, -0.21999], [-2.07144, 0.83832, -0.54990]]}

---

What did the second record say?
{"formula": "C9H16FN", "method": "ωB97M-V/def2-TZVPD", "e_homo_ev": -8.07, "max_force_ha_per_bohr": 0.012, "e_above_lowest_kj_mol": 0.0, "symbols": ["C", "C", "C", "C", "C", "C", "C", "C", "C", "N", "F", "H", "H", "H", "H", "H", "H", "H", "H", "H", "H", "H", "H", "H", "H", "H", "H"], "xyz": [[2.93180, 0.02952, -1.69718], [2.46781, 0.41516, -0.52407], [-2.13222, -0.18360, 0.98062], [1.89546, -1.95216, 1.32464], [-0.21964, 1.96444, -0.96920], [-4.06842, -0.01844, -0.57409], [1.20865, -0.59534, 1.39576], [1.10780, 0.05945, 0.01411], [0.29939, 1.32654, 0.06863], [-2.71231, 0.21559, -0.09692], [0.19058, 1.88687, 1.28840], [3.90943, 0.31952, -2.04321], [2.35528, -0.59640, -2.35855], [3.06416, 1.04498, 0.12293], [-2.83950, -0.77694, 1.59786], [1.30441, -2.64903, 0.73079], [2.00735, -2.36671, 2.32353], [2.88187, -1.86302, 0.87194], [-2.14267, 0.77999, -0.73026], [-0.73189, 2.90222, -0.84749], [-0.11594, 1.57495, -1.96305], [-4.65413, -0.49041, 0.21515], [-4.04589, -0.67888, -1.44627], [-4.53931, 0.92424, -0.86145], [0.19531, -0.70536, 1.79117], [1.76570, 0.06308, 2.06521], [0.61690, -0.63030, -0.67898]]}